Entry 1:
# C9H11NO

A 2-piece molecular cluster, C9H11NO overall (ωB97M-V/def2-TZVPD, the OMol25 dataset).

Computed properties:
**Kohn-Sham gap**: 7.40 eV
**Charge**: 0
**Spin multiplicity**: 1
**SMILES string**: C=c1[nH]cc/c1=C(/C)O.C#C
**HOMO energy**: -6.724 eV
**Energy relative to the best compared isomer or geometry (same formula, charge and spin)**: 112.01 kcal/mol
**Energy**: -13044.217 eV

Structure (XYZ):
```
22
Properties=species:S:1:pos:R:3:forces:R:3:lowdin_charge:R:1
C 0.501 1.579 -1.049 0.3 0.1 -0.1 -0.066
C 0.432 1.337 -2.366 -0.1 -0.4 -1.2 -0.098
C -0.248 0.530 -0.325 0.5 1.1 2.0 -0.137
C -0.896 -0.289 -1.330 -1.4 -2.5 -1.6 -0.245
C 3.159 -0.807 1.481 -0.4 1.0 -0.9 0.024
C 2.047 -1.139 1.800 2.4 0.0 -0.3 0.003
C -1.739 -1.416 -1.328 2.0 3.1 -3.1 0.051
C -0.287 0.424 1.049 -1.4 -0.2 -1.3 -0.312
C -1.303 -0.398 1.820 1.8 -0.4 0.7 0.003
N -0.413 0.217 -2.564 1.2 1.5 3.0 0.041
O 0.378 1.225 1.915 -1.0 -0.9 0.8 0.052
H 0.944 2.481 -0.657 0.2 -0.2 0.3 0.094
H 0.983 1.844 -3.234 -1.3 -0.8 1.5 0.139
H 3.893 -0.253 0.923 0.1 -0.4 0.5 0.026
H 1.305 -1.750 2.143 -1.8 -0.8 0.7 0.001
H -2.198 -1.773 -0.508 -1.1 -1.1 2.8 -0.032
H -2.168 -1.804 -2.281 0.7 0.5 0.7 0.056
H -2.127 -0.798 1.275 -0.4 0.0 -0.5 0.059
H -1.597 0.241 2.618 -0.9 0.9 0.4 0.074
H -0.879 -1.191 2.471 0.2 -0.1 -0.9 0.087
H -0.694 -0.158 -3.392 -0.7 -1.0 -2.5 0.094
H 0.909 1.899 1.538 0.8 0.8 -1.1 0.085
```
Forces are in eV/Å.



Entry 2:
# C26H29N5S2SeV

C26H29N5S2SeV as an isolated structure (ωB97M-V/def2-TZVPD, the OMol25 dataset).

Computed properties:
**Kohn-Sham gap (alpha / beta)**: 6.80 / 7.52 eV
**Charge**: 0
**Spin multiplicity**: 4
**HOMO energy (alpha / beta)**: -6.494 / -7.215 eV
**Energy relative to the best compared isomer or geometry (same formula, charge and spin)**: 18.39 kcal/mol
**Energy**: -147588.813 eV

Structure (XYZ):
```
64
Properties=species:S:1:pos:R:3:forces:R:3:mulliken_spin:R:1
V -0.918 0.451 -0.350 0.1 0.1 0.0 3.018
C 3.796 0.227 2.116 0.0 0.0 0.0 -0.002
N 2.693 -0.705 2.003 -0.1 0.0 0.0 -0.002
C 2.146 -1.429 3.049 0.1 0.0 0.0 0.003
C 1.148 -2.171 2.554 -0.1 0.0 -0.1 0.009
N 1.061 -1.884 1.193 0.1 0.1 0.1 -0.006
C 2.038 -0.972 0.840 0.1 -0.1 0.0 0.013
S 2.424 -0.352 -0.661 0.0 0.0 0.0 0.001
C 0.200 -2.553 0.297 0.2 -0.1 -0.1 -0.008
C -0.077 -3.898 0.467 0.1 0.0 0.0 0.003
C -0.901 -4.517 -0.459 0.0 -0.1 0.1 0.002
C -1.381 -3.788 -1.528 0.0 0.1 -0.1 0.004
C -1.048 -2.446 -1.606 0.1 -0.1 -0.1 0.008
N -0.283 -1.832 -0.703 -0.5 0.2 0.0 0.018
H 4.453 -0.102 2.919 0.0 0.0 0.0 0.000
H 3.430 1.233 2.326 0.0 0.0 0.0 0.000
H 4.336 0.239 1.173 0.0 0.0 0.0 0.001
H 2.510 -1.332 4.056 0.0 0.0 0.0 0.000
H 0.448 -2.824 3.039 0.0 0.0 0.0 -0.001
H 0.363 -4.451 1.284 0.0 0.0 0.0 0.000
H -1.155 -5.563 -0.348 0.0 0.0 0.0 0.000
H -2.024 -4.233 -2.273 0.0 0.0 0.0 0.000
H -1.409 -1.828 -2.422 0.0 0.0 0.0 -0.018
C -1.947 2.013 -1.482 0.2 -0.2 0.0 -0.072
H -1.873 1.915 -2.577 0.0 0.0 0.0 0.000
H -1.595 3.027 -1.256 0.0 0.0 0.0 0.016
H -3.018 2.003 -1.254 0.0 0.0 0.0 0.023
N -0.139 1.212 3.037 0.0 0.1 0.0 0.023
C 0.413 2.017 2.107 0.0 0.0 0.1 -0.013
N 0.299 1.862 0.820 -0.1 -0.1 -0.1 -0.021
C 1.094 2.784 0.131 0.1 0.1 0.0 0.024
C 1.229 2.871 -1.250 0.0 0.1 0.0 -0.010
C 2.068 3.835 -1.780 0.0 0.0 0.0 -0.001
C 2.771 4.715 -0.958 0.0 0.0 0.0 -0.001
C 2.641 4.644 0.418 0.0 0.0 0.0 0.002
C 1.803 3.673 0.942 -0.1 -0.1 0.0 -0.009
S 1.453 3.332 2.618 0.0 0.0 0.0 0.004
H -0.816 0.512 2.735 0.0 0.0 0.0 0.001
H -0.252 1.568 3.971 0.0 0.0 0.0 -0.001
H 0.676 2.209 -1.901 0.0 0.0 0.0 0.000
H 2.177 3.906 -2.854 0.0 0.0 0.0 0.000
H 3.420 5.460 -1.397 0.0 0.0 0.0 0.000
H 3.181 5.324 1.064 0.0 0.0 0.0 0.000
C -5.133 -5.878 -0.121 0.0 0.0 0.0 0.000
C -4.518 -4.556 0.253 0.0 0.0 0.0 -0.001
C -3.881 -4.371 1.472 0.0 0.0 0.0 0.002
C -3.313 -3.152 1.830 0.0 0.0 0.0 0.015
C -2.685 -3.016 3.188 0.0 0.0 0.0 -0.012
C -3.349 -2.075 0.932 0.0 0.0 0.0 0.018
Se -2.578 -0.392 1.462 -0.1 0.1 0.0 -0.022
C -4.017 -2.235 -0.294 0.0 0.0 0.0 0.020
C -4.186 -1.129 -1.300 0.0 0.1 0.0 -0.042
C -4.586 -3.468 -0.604 0.0 0.0 0.0 0.001
H -4.959 -6.626 0.653 0.0 0.0 0.0 0.000
H -4.719 -6.261 -1.056 0.0 0.0 0.0 0.000
H -6.212 -5.786 -0.260 0.0 0.0 0.0 0.000
H -3.837 -5.196 2.178 0.0 0.0 0.0 0.000
H -2.689 -3.969 3.718 0.0 0.0 0.0 0.000
H -3.214 -2.276 3.792 0.0 0.0 0.0 0.001
H -1.660 -2.652 3.104 0.0 0.0 0.0 0.003
H -3.516 -0.291 -1.129 0.1 0.0 0.0 0.014
H -5.201 -0.725 -1.246 0.0 0.0 0.0 -0.001
H -4.043 -1.501 -2.317 0.0 0.0 0.0 -0.001
H -5.095 -3.575 -1.558 0.0 0.0 0.0 0.000
```
Forces are in eV/Å.



Entry 3:
# CH3N3S

CH3N3S as an isolated structure (ωB97M-V/def2-TZVPD, the OMol25 dataset).

Computed properties:
**Kohn-Sham gap (alpha / beta)**: 5.91 / 5.91 eV
**Charge**: 0
**Spin multiplicity**: 1
**HOMO energy (alpha / beta)**: -7.475 / -7.476 eV
**Energy relative to the best compared isomer or geometry (same formula, charge and spin)**: 86.83 kcal/mol
**Energy**: -16385.514 eV

Structure (XYZ):
```
8
Properties=species:S:1:pos:R:3:forces:R:3:lowdin_charge:R:1
C 1.531 -0.874 0.000 5.9 1.9 0.2 -0.933
N 0.317 -0.891 0.010 -6.7 0.9 0.0 0.031
N -0.389 0.813 0.026 -0.9 -2.1 -0.4 0.122
N -1.637 0.806 -0.113 0.0 -0.5 1.4 0.042
S 2.756 0.325 -0.053 -0.6 -0.5 -0.1 0.379
H 1.983 -1.874 0.113 -0.7 -0.1 -0.1 0.065
H -2.401 0.052 -0.143 2.2 -0.2 -0.5 0.170
H -2.159 1.643 0.159 0.7 0.7 -0.3 0.126
```
Forces are in eV/Å.



Entry 4:
# C6H14NO

An isolated ion of composition C6H14NO and charge -1 (ωB97M-V/def2-TZVPD, the OMol25 dataset).

Computed properties:
**Kohn-Sham gap**: 5.68 eV
**Charge**: -1
**Spin multiplicity**: 1
**SMILES string**: NCCCCCC[O-]
**HOMO energy**: -2.141 eV
**Energy relative to the best compared isomer or geometry (same formula, charge and spin)**: 18.48 kcal/mol
**Energy**: -9985.822 eV

Structure (XYZ):
```
22
Properties=species:S:1:pos:R:3:forces:R:3:lowdin_charge:R:1
C 0.812 1.743 1.823 0.6 0.9 0.0 -0.570
O 1.430 2.626 2.628 0.1 -0.1 0.0 -0.385
C 1.274 1.861 0.335 -0.6 -0.4 0.3 -0.232
C 0.523 0.977 -0.651 -0.2 -0.6 0.3 -0.239
C 0.736 -0.537 -0.401 -0.1 0.2 0.3 -0.212
C -0.448 -1.152 0.358 -0.5 0.7 0.0 -0.221
C -1.664 -1.358 -0.515 0.0 -1.9 -0.4 -0.287
N -1.435 -2.437 -1.513 -0.5 -0.1 0.6 -0.021
H -0.293 1.948 1.760 -0.3 -0.5 0.0 0.080
H 0.969 0.686 2.149 -0.3 -0.2 -0.1 0.076
H 2.340 1.627 0.272 0.1 0.4 0.0 0.098
H 1.035 2.895 0.089 0.6 0.3 -0.1 0.093
H -0.554 1.151 -0.539 0.0 0.3 -0.2 0.090
H 0.808 1.234 -1.672 -0.1 0.0 -0.1 0.089
H 1.607 -0.656 0.249 0.2 -0.1 -0.3 0.101
H 0.897 -1.033 -1.360 0.2 -0.2 0.1 0.082
H -0.232 -2.050 0.940 0.2 -0.2 -0.3 0.108
H -0.727 -0.411 1.100 0.0 0.2 0.3 0.089
H -1.984 -0.474 -1.008 0.1 1.2 -0.5 0.081
H -2.551 -1.683 0.040 0.2 0.1 0.4 0.099
H -2.063 -2.362 -2.296 0.3 0.0 -0.2 0.044
H -0.481 -2.594 -1.787 0.1 0.4 -0.2 0.037
```
Forces are in eV/Å.